Computed, not measured: 3 unconnected molecules or ions with the total composition C33H58Br2ClIN3O5P at a distorted geometry, with the ωB97M-V functional and the def2-TZVPD basis.

Structure (XYZ):
```
104
Properties=species:S:1:pos:R:3:forces:R:3:lowdin_charge:R:1
C 4.021405 -0.503513 -1.582380 0.35 0.12 -0.02 0.03
C 4.182093 0.596759 -0.863105 -0.26 -0.38 -0.02 -0.13
C 3.237069 1.778591 -0.897130 1.46 -0.21 -0.86 -0.33
C 3.914784 2.866589 -1.784326 -0.55 -0.10 0.29 -0.12
C 5.366813 3.098229 -1.495661 -0.78 0.26 0.36 -0.79
O 6.230038 2.738959 -2.194582 1.28 -0.46 -0.90 0.09
Cl 5.805361 3.975034 -0.007227 -0.18 0.16 0.28 0.73
O 3.005368 2.162324 0.442687 -0.68 -0.01 -0.21 -0.10
C 1.716822 2.535090 0.912438 -0.65 0.97 0.38 -0.40
C 1.210022 3.885701 0.267426 0.76 0.13 0.21 -0.55
I 0.418132 3.716749 -1.736822 -0.01 -0.04 -0.08 1.16
C 2.237494 5.030008 0.341195 -0.48 0.25 0.10 -0.30
C 1.947848 6.261473 -0.516068 0.48 0.20 0.50 -0.15
C 1.983127 2.949037 2.424456 1.09 -0.27 -0.32 -0.62
Br 1.488084 1.668743 3.813806 -0.12 0.12 0.03 0.84
C 3.483189 3.270428 2.656718 -0.55 -0.17 1.13 -0.74
C 4.397268 2.097346 2.973133 0.55 0.26 -0.48 -0.19
Br 3.507200 4.477000 4.245251 0.14 0.15 -0.24 0.68
C 0.612418 1.449946 0.684229 0.33 -0.90 -0.49 -0.28
C 0.871763 0.063017 1.293822 -0.15 0.52 0.25 -0.29
C -0.094284 -0.578848 2.069523 0.01 -0.63 0.03 -0.08
C 0.179817 -1.839664 2.587190 0.50 0.35 -0.54 -0.05
C 1.412212 -2.409315 2.272539 -0.19 0.23 0.01 -0.06
C 2.282322 -1.698551 1.457709 0.09 -0.01 0.02 -0.12
N 2.043279 -0.476899 0.968734 -0.58 -0.56 0.44 0.15
N -0.783880 1.876241 0.764195 -0.12 -0.09 -0.17 -0.26
C -1.690624 1.057506 -0.055410 -0.40 0.15 0.21 -0.21
C -2.555471 1.786842 -1.090175 0.26 -0.06 0.06 -0.11
C -2.412553 1.372971 -2.549348 0.50 0.02 0.00 -0.52
N -1.264549 0.657490 -3.014739 0.15 -0.04 0.78 0.12
O -3.274119 1.663622 -3.318802 -0.82 0.06 -0.54 0.11
P -1.376562 2.725771 2.097627 0.32 0.74 0.60 0.83
O -2.708359 1.840730 2.539240 0.42 -0.07 -0.13 -0.25
O -2.130638 4.029454 1.443381 0.13 -0.36 -0.38 -0.25
H 4.585173 -1.391306 -1.332942 0.43 0.05 -0.40 0.06
H 3.374859 -0.564551 -2.448659 -0.58 -0.11 0.31 0.07
H 5.044939 0.660040 -0.210468 -0.27 0.01 0.54 0.12
H 2.376140 1.439886 -1.466205 -0.44 0.21 0.34 0.10
H 3.914671 2.443297 -2.785665 -0.02 0.02 -0.14 0.14
H 3.347969 3.792228 -1.830587 0.06 0.16 0.23 0.06
H 0.370627 4.229818 0.860152 -0.40 -0.16 -0.27 0.05
H 2.187446 5.398387 1.367503 0.13 -0.17 0.20 0.11
H 3.252825 4.695187 0.187351 0.12 -0.16 -0.20 0.05
H 2.350074 6.181374 -1.521260 -0.29 -0.10 -0.22 0.05
H 2.466621 7.098190 -0.047663 0.06 0.11 -0.06 0.08
H 0.893866 6.522164 -0.512270 -0.14 -0.07 -0.24 0.06
H 1.447942 3.854224 2.671242 -0.47 -0.13 0.00 0.04
H 3.876364 3.899054 1.883103 0.02 0.03 -0.26 0.01
H 4.077704 1.191442 2.468166 -0.16 -0.09 0.02 0.06
H 5.394037 2.334752 2.600073 0.07 0.02 0.00 0.07
H 4.493014 1.940334 4.039095 -0.20 -0.21 0.12 0.04
H 0.720025 1.201726 -0.375489 0.20 0.28 -0.14 0.09
H -1.052037 -0.127528 2.276584 0.00 0.20 0.00 0.09
H -0.536682 -2.363509 3.201681 -0.08 -0.01 0.06 0.10
H 1.692119 -3.383725 2.642581 0.03 -0.08 0.00 0.10
H 3.228268 -2.150197 1.180788 0.09 0.08 -0.05 0.11
H -2.372851 0.572739 0.624115 -0.05 -0.15 0.07 0.05
H -1.147041 0.238090 -0.517667 0.26 0.03 -0.01 0.11
H -3.614803 1.648563 -0.882486 -0.09 -0.04 0.11 0.13
H -2.383182 2.859040 -1.052600 0.08 0.09 -0.17 0.06
H -1.434903 -0.339467 -2.889040 -0.06 -0.05 -0.46 0.08
H -0.480503 0.857096 -2.398194 0.07 0.00 -0.05 0.02
H -2.598003 1.737159 3.491630 -0.33 -0.16 0.07 0.05
H -2.435147 3.886172 0.538051 -0.16 0.14 0.07 0.03
C -3.611000 -2.043713 0.237432 -0.03 0.13 0.03 -0.10
C -4.182727 -1.155018 1.335501 -0.08 -0.23 0.00 -0.26
C -4.118472 -1.779442 2.726877 -0.01 0.00 0.03 -0.22
C -4.943241 -3.055663 2.900247 0.03 -0.03 -0.02 -0.22
C -6.432142 -2.902940 2.593613 -0.01 0.00 0.11 -0.27
C -7.141449 -1.908496 3.508273 -0.03 -0.03 -0.11 -0.11
H -4.158856 -2.980257 0.126698 0.01 -0.01 0.01 0.08
H -3.643927 -1.529969 -0.726801 0.01 -0.03 -0.03 0.07
H -2.566495 -2.280401 0.452997 0.00 -0.05 -0.01 0.06
H -5.210967 -0.871313 1.096065 -0.01 0.00 0.00 0.11
H -3.608213 -0.235319 1.357065 -0.21 0.12 0.18 0.05
H -4.436010 -1.034845 3.462479 -0.01 -0.01 0.00 0.10
H -3.072584 -2.008898 2.963386 0.00 0.01 -0.01 0.10
H -4.827891 -3.404960 3.931224 -0.02 -0.01 0.00 0.11
H -4.529864 -3.847229 2.268796 0.01 0.01 -0.01 0.10
H -6.906206 -3.881622 2.700981 -0.01 -0.01 -0.04 0.10
H -6.574395 -2.608356 1.550421 0.02 -0.01 -0.01 0.10
H -7.048518 -2.207950 4.554140 0.03 0.03 0.01 0.07
H -8.204198 -1.855286 3.269296 -0.01 0.01 0.03 0.07
H -6.734162 -0.901724 3.404583 0.01 0.01 0.02 0.06
C 2.704100 -4.887115 -4.467994 -0.04 -0.08 0.07 -0.11
C 1.253795 -5.272093 -4.189436 0.06 0.04 -0.08 -0.27
C 0.255840 -4.163582 -4.521111 -0.03 -0.02 0.01 -0.22
C 0.430348 -2.879893 -3.709076 0.02 0.00 0.04 -0.23
C 0.348223 -3.064792 -2.193636 -0.12 0.10 -0.04 -0.27
C -1.003713 -3.589549 -1.714861 0.23 0.03 0.06 -0.10
H 3.022616 -4.039748 -3.858871 0.01 0.02 -0.01 0.06
H 3.373859 -5.718848 -4.245918 0.02 0.01 -0.01 0.07
H 2.840449 -4.620839 -5.517916 0.00 0.04 0.00 0.08
H 1.149926 -5.574485 -3.143623 -0.03 0.00 0.00 0.10
H 1.001877 -6.151990 -4.786454 -0.01 -0.02 0.03 0.10
H -0.758933 -4.547603 -4.385879 -0.01 0.02 0.01 0.10
H 0.342270 -3.914238 -5.582837 0.01 -0.01 -0.01 0.11
H -0.337520 -2.165751 -4.025071 0.00 0.01 -0.01 0.10
H 1.388391 -2.415636 -3.958300 0.01 0.00 -0.02 0.10
H 0.538962 -2.095789 -1.717493 0.05 -0.03 0.05 0.09
H 1.143800 -3.730886 -1.850291 0.03 0.01 0.00 0.10
H -1.807922 -2.910369 -2.007522 -0.05 -0.05 -0.02 0.06
H -1.013101 -3.671506 -0.627252 -0.05 0.00 0.01 0.06
H -1.224371 -4.577425 -2.120175 -0.02 0.01 -0.04 0.07
```
Positions in Å, forces in eV/Å.

As for the multiplicity: 1. The SMILES is C=C[C@H](CC(=O)Cl)O[C@]([C@H](I)CC)([C@@H](Br)[C@H](C)Br)[C@@H](c1ccccn1)N(CCC(N)=O)P(O)O.CCCCCC.CCCCCC. The calculation puts the HOMO-LUMO gap at 9.326 eV. Its charge is 0.